(1)
Computed, not measured: a cluster of 3 separate species, C10H18Br4O4 in total, with ωB97M-V/def2-TZVPD.

As for the calculated total energy: -10988.852698 hartree. The SMILES is O=C1C[C@H](O)[C@@H](CCO)O1.BrCCBr.BrCCBr. The highest occupied orbital energy comes out at -10.09 eV. The value obtained for the HOMO-LUMO gap is 10.45 eV. The calculation puts the largest force on an atom at 0.010 hartree/bohr. As for the multiplicity: 1.

```
36
Properties=species:S:1:pos:R:3:mulliken_charge:R:1
O 2.05 -1.05 -0.53 -0.584
C 1.33 -0.15 -0.21 0.554
C 1.66 1.14 0.49 -0.356
C 0.57 2.02 -0.15 -0.240
O 0.33 3.29 0.38 -0.558
C -0.61 1.07 -0.02 0.401
C -1.86 1.40 -0.81 -0.919
C -3.15 1.35 0.02 -0.246
O -4.05 2.41 -0.28 -0.569
O 0.00 -0.18 -0.49 -0.385
H 2.69 1.46 0.36 0.043
H 1.41 1.02 1.55 0.318
H 0.80 2.05 -1.23 0.382
H 0.89 3.93 -0.07 0.378
H -0.84 0.91 1.03 0.233
H -1.93 0.70 -1.64 0.212
H -1.75 2.40 -1.25 0.473
H -3.70 0.44 -0.21 0.208
H -2.91 1.35 1.09 0.296
H -3.55 3.23 -0.34 0.316
Br 6.80 -0.52 -3.63 -0.149
C 6.30 -1.07 -1.83 -0.576
C 5.06 -0.36 -1.34 -0.578
Br 5.43 1.50 -0.89 -0.162
H 7.16 -0.88 -1.20 0.385
H 6.11 -2.14 -1.89 0.380
H 4.69 -0.83 -0.44 0.332
H 4.27 -0.35 -2.08 0.373
Br -2.52 -2.17 0.69 -0.077
C -3.76 -3.45 1.45 -0.574
C -4.76 -2.79 2.36 -0.597
Br -3.97 -2.24 4.04 -0.128
H -3.16 -4.19 1.97 0.361
H -4.27 -3.91 0.60 0.345
H -5.56 -3.49 2.61 0.357
H -5.19 -1.90 1.91 0.351
```

***

(2)
Computed, not measured: an isolated molecule of C5H4N2S in a non-equilibrium geometry, with ωB97M-V/def2-TZVPD.

As for the calculated total energy: -700.468116 hartree. The SMILES is C#C/C(CC#N)=N/S. The highest occupied orbital energy comes out at -9.31 eV. The value obtained for the HOMO-LUMO gap is 9.14 eV. The calculation puts the largest force on an atom at 0.098 hartree/bohr. As for the multiplicity: 1.

```
12
Properties=species:S:1:pos:R:3:mulliken_charge:R:1
C -2.72 -1.70 -0.19 0.035
C -1.55 -1.40 -0.10 -0.552
C -0.31 -0.58 0.17 0.570
C -0.52 0.75 0.76 -0.617
C -0.76 2.03 0.02 0.370
N -0.66 3.06 -0.54 -0.410
N 0.78 -1.18 -0.29 -0.461
S 2.24 -0.34 -0.05 -0.178
H -3.68 -2.17 -0.35 0.412
H 0.43 0.95 1.41 0.318
H -1.30 0.57 1.59 0.318
H 3.07 -1.66 -0.07 0.196
```

***

(3)
Computed, not measured: a cluster of 2 separate species, C2H4ClI in total in a non-equilibrium geometry, with ωB97M-V/def2-TZVPD.

As for the calculated total energy: -836.338994 hartree. The highest occupied orbital energy (alpha / beta) comes out at -8.88 / -8.70 eV. The value obtained for the HOMO-LUMO gap (alpha / beta) is 8.23 / 8.31 eV. The calculation puts the largest force on an atom at 0.051 hartree/bohr. As for the multiplicity: 1.

```
8
Properties=species:S:1:pos:R:3:mulliken_charge:R:1
C 1.19 0.59 0.48 -0.845
C -0.84 -0.58 -0.57 -0.462
Cl -0.97 -2.25 0.04 -0.122
I -2.53 0.75 0.06 0.086
H 1.76 -0.06 1.04 0.322
H 0.34 1.02 0.91 0.304
H 1.55 1.03 -0.37 0.326
H -0.50 -0.49 -1.59 0.392
```

***

(4)
Computed, not measured: a structure of composition C44H72BKN4O2PSSb in a non-equilibrium geometry, with ωB97M-V/def2-TZVPD.

As for the calculated total energy: -3693.943267 hartree. The highest occupied orbital energy comes out at -5.61 eV. The value obtained for the HOMO-LUMO gap is 5.93 eV. The calculation puts the largest force on an atom at 0.033 hartree/bohr. As for the multiplicity: 1.

```
127
Properties=species:S:1:pos:R:3:mulliken_charge:R:1
K -0.11 -1.07 0.39 1.507
C -2.69 -4.31 2.90 -1.696
C -2.17 -3.19 2.02 -0.191
N -0.96 -3.16 1.47 0.619
N -0.14 -4.23 1.63 -0.489
C 1.17 -4.24 1.46 -0.009
N 1.82 -5.39 1.85 -0.510
S 2.09 -2.98 0.86 -0.341
C -3.03 -2.13 1.82 0.340
C -4.29 -1.98 2.47 -0.929
C -4.83 -0.74 2.64 -0.955
C -4.05 0.40 2.27 -0.590
C -2.98 0.23 1.48 -0.783
N -2.72 -1.04 0.91 0.123
H -1.95 -5.08 3.11 0.479
H -3.55 -4.79 2.44 0.307
H -3.00 -3.91 3.86 0.378
H -0.53 -5.10 2.00 0.210
H 1.30 -6.26 1.86 0.173
H 2.77 -5.47 1.53 0.254
H -4.79 -2.85 2.87 0.463
H -5.79 -0.60 3.12 0.411
H -4.28 1.37 2.69 0.522
H -2.36 1.05 1.13 0.624
C 0.18 2.05 -2.74 -2.063
C 1.65 1.83 -2.38 2.346
C 1.97 2.55 -1.07 -2.358
C 2.55 2.42 -3.47 -2.005
P 1.86 0.00 -1.90 0.941
C 3.68 -0.08 -1.69 -0.107
C 4.63 0.05 -2.69 -0.307
C 5.98 -0.08 -2.40 -0.758
C 6.40 -0.34 -1.11 -0.838
C 5.46 -0.46 -0.10 -0.709
C 4.11 -0.33 -0.39 0.104
C 1.55 -1.16 -3.39 2.463
C 1.78 -0.63 -4.80 -1.849
C 2.44 -2.39 -3.15 -1.917
C 0.09 -1.60 -3.25 -2.000
H -0.02 3.11 -2.86 0.541
H -0.47 1.65 -1.96 0.256
H -0.06 1.55 -3.68 0.335
H 1.81 3.63 -1.18 0.664
H 3.01 2.39 -0.79 0.367
H 1.34 2.19 -0.25 0.230
H 2.29 3.47 -3.60 0.534
H 2.42 1.92 -4.42 0.363
H 3.59 2.37 -3.18 0.370
H 4.34 0.24 -3.71 0.201
H 6.71 0.02 -3.20 0.451
H 7.45 -0.45 -0.89 0.386
H 5.77 -0.67 0.91 0.564
H 3.38 -0.44 0.40 0.142
H 2.80 -0.29 -4.95 0.245
H 1.09 0.19 -5.04 0.333
H 1.59 -1.43 -5.52 0.528
H 3.47 -2.19 -3.42 0.380
H 2.08 -3.22 -3.75 0.524
H 2.41 -2.68 -2.10 0.257
H -0.59 -0.75 -3.29 0.244
H -0.06 -2.12 -2.30 0.017
H -0.18 -2.28 -4.06 0.701
C -6.66 1.13 -4.99 -2.023
C -6.03 -0.18 -5.45 2.056
C -5.31 0.06 -6.78 -1.644
C -7.17 -1.19 -5.66 -1.741
C -5.04 -0.75 -4.44 0.485
C -4.65 -2.08 -4.51 -0.592
C -3.92 -2.71 -3.51 -1.721
C -3.54 -1.96 -2.43 0.926
O -2.97 -2.32 -1.24 -0.815
B -2.96 -1.16 -0.47 2.017
O -3.37 -0.05 -1.24 -0.540
C -3.81 -0.58 -2.41 0.198
C -4.56 0.03 -3.39 -0.807
H -7.41 1.46 -5.71 0.467
H -5.93 1.93 -4.90 0.336
H -7.16 1.00 -4.03 0.430
H -6.01 0.41 -7.54 0.426
H -4.84 -0.86 -7.14 0.358
H -4.53 0.81 -6.66 0.380
H -7.98 -0.73 -6.22 0.456
H -7.56 -1.52 -4.69 0.380
H -6.84 -2.07 -6.21 0.364
H -4.98 -2.68 -5.35 0.347
H -3.70 -3.77 -3.56 0.524
H -4.79 1.07 -3.29 0.442
C 3.73 3.55 4.73 -1.640
C 3.57 2.93 3.35 1.763
C 3.33 4.04 2.34 -1.665
C 4.84 2.19 2.98 -1.932
Sb 1.87 1.41 3.06 0.911
C 2.22 -0.17 4.64 1.712
C 0.96 -1.01 4.80 -1.987
C 3.31 -1.08 4.08 -1.543
C 2.64 0.40 5.98 -1.779
C 0.04 2.61 3.66 1.939
C -0.41 3.26 2.37 -1.466
C -1.05 1.67 4.16 -1.841
C 0.27 3.68 4.72 -1.911
H 4.56 4.27 4.71 0.484
H 3.96 2.81 5.49 0.224
H 2.84 4.09 5.04 0.247
H 4.22 4.66 2.23 0.521
H 2.52 4.70 2.65 0.279
H 3.09 3.63 1.36 0.140
H 5.68 2.89 2.90 0.524
H 4.74 1.68 2.03 0.328
H 5.11 1.46 3.74 0.287
H 0.57 -1.33 3.83 0.359
H 0.18 -0.46 5.33 0.306
H 1.20 -1.90 5.38 0.542
H 2.98 -1.56 3.16 0.127
H 3.55 -1.85 4.81 0.512
H 4.23 -0.53 3.87 0.215
H 1.96 1.19 6.31 0.224
H 3.65 0.81 5.93 0.322
H 2.63 -0.38 6.74 0.504
H -0.65 2.51 1.61 0.029
H 0.36 3.91 1.96 0.344
H -1.31 3.87 2.53 0.475
H -1.18 0.81 3.50 0.231
H -2.00 2.19 4.22 0.547
H -0.81 1.31 5.16 0.352
H 0.90 4.48 4.33 0.338
H 0.73 3.26 5.61 0.254
H -0.68 4.12 5.01 0.520
```

***

(5)
Computed, not measured: a structure of composition C28H22MoO5S5Sb in a non-equilibrium geometry, with ωB97M-V/def2-TZVPD.

As for the expectation value of S²: 0.7876. As for the calculated total energy: -3755.960440 hartree. The highest occupied orbital energy (alpha / beta) comes out at -0.58 / -0.55 eV. The value obtained for the HOMO-LUMO gap (alpha / beta) is 4.33 / 4.52 eV. The calculation puts the largest force on an atom at 0.097 hartree/bohr. As for the net charge: -2. As for the multiplicity: 2.

```
62
Properties=species:S:1:pos:R:3:mulliken_charge:R:1
Mo -0.15 1.30 1.55 0.840
S 0.69 2.33 -0.62 -0.362
C -0.26 3.78 -0.83 0.448
C -0.05 4.53 -2.00 -0.760
C -0.75 5.70 -2.25 -0.490
C -1.67 6.16 -1.31 -0.484
C -1.88 5.45 -0.15 -0.844
C -1.21 4.24 0.10 0.738
S -1.63 3.39 1.55 -0.208
H 0.68 4.16 -2.71 0.372
H -0.57 6.25 -3.16 0.309
H -2.21 7.08 -1.48 0.315
H -2.58 5.79 0.60 0.382
O -0.11 -0.85 -0.35 -0.351
C -1.44 -1.23 -0.64 3.361
C -2.40 -0.16 0.00 -0.156
O -3.60 -0.23 -0.20 -0.696
O -1.80 0.72 0.71 -0.085
C -1.75 -2.58 -0.01 -0.313
C -1.88 -2.66 1.38 0.384
C -2.13 -3.87 1.99 -0.967
C -2.26 -5.03 1.23 -0.392
C -2.09 -4.96 -0.15 -0.879
C -1.83 -3.75 -0.76 -0.503
C -1.66 -1.20 -2.14 -1.133
C -2.91 -1.48 -2.67 0.006
C -3.13 -1.39 -4.04 -0.935
C -2.09 -1.04 -4.89 -0.321
C -0.83 -0.79 -4.37 -0.877
C -0.62 -0.86 -3.00 -0.192
H 0.23 -1.43 0.37 0.150
H -1.78 -1.77 1.99 -0.030
H -2.22 -3.92 3.07 0.428
H -2.48 -5.97 1.71 0.373
H -2.16 -5.87 -0.74 0.384
H -1.70 -3.70 -1.83 0.444
H -3.72 -1.75 -2.00 0.500
H -4.11 -1.60 -4.44 0.362
H -2.26 -0.96 -5.96 0.372
H -0.01 -0.55 -5.03 0.397
H 0.36 -0.65 -2.58 0.394
S -1.51 3.49 6.00 -0.742
Sb 0.05 2.12 5.06 0.210
S -1.17 0.52 3.60 -0.542
S 0.71 3.22 2.92 -0.584
C 3.43 -3.08 0.65 -1.730
C 2.76 -1.97 1.43 1.281
O 1.62 -2.14 1.82 -0.688
C 3.48 -0.74 1.65 0.058
C 4.89 -0.70 1.59 -0.694
C 5.60 0.44 1.85 -0.648
C 4.93 1.62 2.18 -0.684
C 3.56 1.64 2.21 -0.234
C 2.80 0.50 1.92 0.458
O 1.49 0.66 1.83 0.015
H 2.64 -3.70 0.22 0.356
H 4.05 -3.71 1.29 0.396
H 4.04 -2.68 -0.16 0.434
H 5.42 -1.62 1.37 0.356
H 6.68 0.43 1.81 0.350
H 5.49 2.52 2.40 0.408
H 3.02 2.56 2.43 0.241
```

***

(6)
Computed, not measured: a cluster of 2 separate species, C3H12N2Si in total in a non-equilibrium geometry, with ωB97M-V/def2-TZVPD.

As for the calculated total energy: -520.419466 hartree. The SMILES is CN[SiH3].C=NC. The highest occupied orbital energy comes out at -8.58 eV. The value obtained for the HOMO-LUMO gap is 9.60 eV. The calculation puts the largest force on an atom at 0.097 hartree/bohr. As for the multiplicity: 1.

```
18
Properties=species:S:1:pos:R:3:mulliken_charge:R:1
C 0.01 1.55 -1.23 -0.655
N 0.38 0.22 -1.47 -0.249
Si -0.55 -1.02 -2.24 0.226
H 0.11 2.20 -2.17 0.246
H -1.13 1.73 -0.84 0.202
H 0.61 1.91 -0.37 0.211
H 0.95 -0.13 -0.69 0.360
H -1.03 -0.52 -3.63 -0.108
H 0.31 -2.21 -2.43 -0.082
H -1.80 -1.03 -1.42 -0.118
C -0.75 -1.02 1.82 -0.305
N 0.37 -0.78 1.45 -0.325
C 1.15 0.24 2.16 -0.859
H -1.30 -0.65 2.73 0.207
H -1.40 -1.68 1.32 0.295
H 0.68 0.73 2.98 0.381
H 1.89 -0.45 2.56 0.301
H 1.50 0.90 1.45 0.273
```